Formula: C19H23N7O
Source: the OMol25 dataset
Level of theory: ωB97M-V with the def2-TZVPD basis set

Cartesian coordinates (Å):
1 C -4.8394 2.4102 -0.6592
2 C -4.3694 1.5860 0.5134
3 C -5.1466 1.5639 1.7266
4 C -4.6398 1.0222 2.8587
5 N -3.4547 0.3521 2.8572
6 C -2.7041 0.2578 1.6874
7 C -3.1426 0.8673 0.5432
8 N -2.5535 0.5584 -0.6573
9 N -3.2105 0.2103 -1.8600
10 C -2.2262 -0.4116 -2.7142
11 C -0.9398 0.1651 -2.1431
12 C 0.3901 -0.5491 -2.2593
13 O 0.6452 -1.5658 -2.9598
14 N 1.3921 -0.2337 -1.3809
15 C 1.2523 0.8614 -0.3852
16 C 2.1753 0.3863 0.7741
17 C 2.4672 1.3326 1.8749
18 C 3.8712 0.9255 1.8911
19 C 3.6219 0.1364 0.5913
20 C 4.0112 -1.2844 0.2509
21 N 4.0678 -1.6409 -1.0613
22 C 4.1946 -2.8806 -1.2738
23 C 4.4946 -3.8341 -0.3331
24 C 4.5780 -3.3435 0.8571
25 N 4.3004 -2.1231 1.2125
26 N -0.1910 0.8752 -0.0673
27 C -1.2577 0.1445 -0.6925
28 H -5.5982 1.8101 -1.2347
29 H -5.2835 3.3817 -0.5032
30 H -4.0110 2.5681 -1.2216
31 H -6.1651 1.8724 1.8512
32 H -5.1664 0.9169 3.7127
33 H -1.8218 -0.4058 1.8205
34 H -3.9349 -0.4726 -1.6388
35 H -2.3931 -0.2220 -3.7675
36 H -2.1740 -1.5631 -2.6318
37 H -0.7382 1.1328 -2.5019
38 H 2.2321 -0.8537 -1.4833
39 H 1.5970 1.6899 -0.9434
40 H 1.6885 -0.3894 1.2340
41 H 2.2736 2.3447 1.5659
42 H 1.8329 1.1444 2.7302
43 H 4.6665 1.6360 1.7451
44 H 4.2000 0.3502 2.8059
45 H 3.9228 0.8115 -0.2479
46 H 4.3211 -3.2373 -2.3178
47 H 4.7348 -4.9475 -0.4765
48 H 4.6893 -3.9316 1.7637
49 H -0.3792 1.4377 0.6779
50 H -1.2798 -0.8617 -0.1301

Highest occupied orbital energy (eV): -7.472
HOMO-LUMO gap (hartree): 0.301
E_tot (eV): -32549.1483
SMILES: Cc1ccncc1N1NC[C@@H]2C(=O)N[C@H]([C@@H]3CC[C@H]3c3ncccn3)N[C@H]21
Charge: 0
Energy relative to the best compared isomer or geometry (same formula, charge and spin) (kcal per mole): 81.0

Formula: C2HO2S2
Source: the OMol25 dataset
Level of theory: ωB97M-V with the def2-TZVPD basis set

Cartesian coordinates (Å):
1 C -1.8938 1.4423 0.2098
2 C 0.2594 0.8961 0.5180
3 O -2.0342 2.5245 0.6310
4 O -2.3211 0.4610 -0.2645
5 S 1.4675 0.4415 -0.6705
6 S 1.5242 2.1942 0.3032
7 H 0.3851 0.2159 1.4439

Highest occupied orbital energy (eV): -3.123
HOMO-LUMO gap (hartree): 0.246
E_tot (eV): -27855.6431
Charge: -1
Energy relative to the best compared isomer or geometry (same formula, charge and spin) (kcal per mole): 30.9

Formula: C7H8
Source: the OMol25 dataset
Level of theory: ωB97M-V with the def2-TZVPD basis set

Cartesian coordinates (Å):
1 C 0.9491 2.3073 0.7141
2 C 1.1428 1.6484 -0.2781
3 C 0.8507 0.4584 -1.0895
4 C 0.2783 -0.5807 -0.0715
5 C -0.5661 -1.6931 -0.6991
6 C -0.5531 0.0568 0.9603
7 C -1.2685 0.5213 1.8091
8 H 0.5164 2.5938 1.6514
9 H 1.7179 0.0350 -1.6092
10 H 0.1012 0.7006 -1.8538
11 H 1.1460 -1.0220 0.4367
12 H -1.3980 -1.2583 -1.2635
13 H 0.0231 -2.3362 -1.3575
14 H -0.9946 -2.3066 0.1000
15 H -1.9452 0.8755 2.5505

Highest occupied orbital energy (eV): -9.421
HOMO-LUMO gap (hartree): 0.384
E_tot (eV): -7384.2397
SMILES: C#CC[C@H](C)C#C
Charge: 0
Energy relative to the best compared isomer or geometry (same formula, charge and spin) (kcal per mole): 103.9

Formula: C23H40N2O3
Source: the OMol25 dataset
Level of theory: ωB97M-V with the def2-TZVPD basis set

Cartesian coordinates (Å):
1 C -1.7402 4.3275 0.9987
2 C -0.6527 3.6939 0.6545
3 C -0.0918 3.7068 -0.7193
4 O 0.1227 2.4011 -1.2177
5 C -0.8028 2.1354 -2.2408
6 C -0.5538 0.7632 -2.7607
7 C -0.6911 -0.2682 -1.6827
8 O -1.7532 -0.5266 -1.1495
9 N 0.4466 -0.9629 -1.4269
10 C 1.8387 -0.4866 -1.4352
11 C 2.0830 -1.2430 -0.0884
12 C 3.2401 -2.2159 -0.0621
13 C 3.3667 -2.9315 1.2659
14 C 3.3758 -1.9268 2.3706
15 N 2.2073 -1.1042 2.3109
16 C 1.1785 -1.3766 3.1623
17 O 1.2687 -2.2655 3.9794
18 C -0.0025 -0.4637 3.1638
19 C 0.3462 0.6732 4.0890
20 C -1.2325 -1.1976 3.5770
21 C -1.5442 -2.3184 2.6191
22 C -2.4063 -0.2507 3.6800
23 C 2.1681 -0.3385 1.0987
24 C 0.6566 -1.8381 -0.2807
25 C -1.4322 0.4235 -3.9245
26 C -1.2157 -1.0298 -4.2622
27 C -1.0233 1.2711 -5.1131
28 C -2.8969 0.6553 -3.6351
29 H -2.1154 4.3001 2.0142
30 H -2.3059 4.9090 0.2748
31 H -0.1014 3.1062 1.3879
32 H -0.7434 4.2746 -1.3909
33 H 0.8861 4.2095 -0.7105
34 H -1.8272 2.2212 -1.8511
35 H -0.6773 2.8636 -3.0564
36 H 0.4867 0.7359 -3.1328
37 H 2.3991 -0.9088 -2.2641
38 H 1.9251 0.5933 -1.3768
39 H 3.1054 -2.9471 -0.8626
40 H 4.1747 -1.6726 -0.2790
41 H 2.5244 -3.6160 1.4179
42 H 4.2754 -3.5439 1.2947
43 H 3.4395 -2.3786 3.3447
44 H 4.2458 -1.2609 2.2531
45 H -0.2013 -0.0562 2.1563
46 H 1.3020 1.1297 3.8128
47 H -0.4153 1.4469 4.0595
48 H 0.4346 0.3094 5.1141
49 H -1.0495 -1.6356 4.5637
50 H -1.7619 -1.9289 1.6164
51 H -0.7153 -3.0284 2.5517
52 H -2.4240 -2.8663 2.9607
53 H -2.5630 0.2867 2.7363
54 H -3.3133 -0.8142 3.8998
55 H -2.2768 0.4861 4.4770
56 H 3.1141 0.2279 1.0294
57 H 1.3748 0.4036 1.1029
58 H -0.0459 -1.6593 0.5249
59 H 0.6676 -2.8774 -0.5870
60 H -1.5789 -1.6797 -3.4619
61 H -1.7566 -1.2810 -5.1755
62 H -0.1521 -1.2471 -4.4215
63 H -1.2301 2.3339 -4.9542
64 H 0.0449 1.1608 -5.3333
65 H -1.5832 0.9572 -5.9949
66 H -3.1091 1.7110 -3.4349
67 H -3.4918 0.3559 -4.5032
68 H -3.2212 0.0731 -2.7736

Highest occupied orbital energy (eV): -9.088
HOMO-LUMO gap (hartree): 0.357
E_tot (eV): -33622.6572
SMILES: C=CCOC[C@@H](C(=O)N1CC2(CCCN(C(=O)[C@H](C)C(C)C)C2)C1)C(C)(C)C
Charge: 0
Energy relative to the best compared isomer or geometry (same formula, charge and spin) (kcal per mole): 54.1

Formula: C2H8NO2
Source: the OMol25 dataset
Level of theory: ωB97M-V with the def2-TZVPD basis set

Cartesian coordinates (Å):
1 C 1.1744 1.4495 0.3267
2 N 0.3448 1.4149 -0.9095
3 H 0.5741 1.8335 1.1351
4 H 2.0460 2.0669 0.1481
5 H 1.5029 0.4318 0.5270
6 H -0.4015 0.6845 -0.8717
7 H -0.1367 2.2947 -1.0814
8 H 0.8790 1.1317 -1.7299
9 O -0.7578 -0.9304 -0.2062
10 C -1.2153 -1.9766 0.1835
11 O -0.7821 -2.5171 1.3049
12 H -2.0124 -2.5218 -0.3336
13 H -1.2155 -3.3616 1.5070

Highest occupied orbital energy (eV): -15.320
HOMO-LUMO gap (hartree): 0.444
E_tot (eV): -7782.6230
Charge: +1
Energy relative to the best compared isomer or geometry (same formula, charge and spin) (kcal per mole): 7.7

Formula: C19H18BrN5O4
Source: the OMol25 dataset
Level of theory: ωB97M-V with the def2-TZVPD basis set

Cartesian coordinates (Å):
1 C -2.5376 1.1068 -2.3766
2 O -1.4875 1.9205 -1.9025
3 C -1.7786 2.9261 -1.0309
4 C -3.0680 3.3112 -0.6822
5 C -3.2737 4.3580 0.1991
6 C -2.1855 5.0169 0.7368
7 Br -2.4599 6.4623 1.9421
8 C -0.8937 4.6389 0.4104
9 C -0.6783 3.6001 -0.4753
10 C 0.7252 3.1682 -0.8215
11 N 0.9556 1.7982 -0.4483
12 N 1.0512 1.4331 0.8488
13 N 1.2181 0.1762 0.9152
14 C 1.2344 -0.3482 -0.3342
15 C 1.3422 -1.7579 -0.6895
16 O 1.2702 -2.1226 -1.8569
17 N 1.4997 -2.5591 0.3969
18 C 1.6368 -3.9435 0.4646
19 C 1.7781 -4.5308 1.7229
20 C 1.9019 -5.8984 1.8416
21 C 1.9007 -6.7084 0.7129
22 C 1.7961 -6.1200 -0.5502
23 C 1.6524 -4.7448 -0.6693
24 O 1.8343 -6.8639 -1.7024
25 C 2.3121 -8.1746 -1.5038
26 C 1.6509 -8.7961 -0.2741
27 O 1.9983 -8.0701 0.8823
28 C 1.0576 0.7053 -1.2375
29 N 1.0988 0.6764 -2.5909
30 H -3.0946 0.6559 -1.5510
31 H -3.2210 1.6694 -3.0197
32 H -2.0620 0.3177 -2.9575
33 H -3.9257 2.8049 -1.0941
34 H -4.2772 4.6535 0.4625
35 H -0.0528 5.1528 0.8496
36 H 0.9025 3.2598 -1.8970
37 H 1.4422 3.7928 -0.2831
38 H 1.5227 -2.0629 1.2801
39 H 1.7821 -3.9106 2.6066
40 H 1.9989 -6.3680 2.8071
41 H 1.5613 -4.3139 -1.6514
42 H 3.4012 -8.1592 -1.3571
43 H 2.0721 -8.7335 -2.4095
44 H 0.5602 -8.7879 -0.4099
45 H 1.9928 -9.8196 -0.1133
46 H 0.5186 1.3381 -3.0827
47 H 1.0808 -0.2775 -2.9375

Highest occupied orbital energy (eV): -7.694
HOMO-LUMO gap (hartree): 0.303
E_tot (eV): -105677.7688
SMILES: COc1ccc(Br)cc1Cn1nnc(C(=O)Nc2ccc3c(c2)OCCO3)c1N
Charge: 0

Number 1: LUMO 0.717 eV. Number 2: LUMO 3.577 eV. Number 3: LUMO 1.024 eV. Number 4: LUMO 0.627 eV. Number 5: LUMO -3.246 eV. Number 6: LUMO 0.548 eV.